A molecular structure, C29H29CoN3O4S3Se4 at a distorted geometry. Source: OMol25; level of theory: the ωB97M-V functional and the def2-TZVPD basis.

Geometry as ORCA input:
```
! wB97M-V def2-TZVPD RIJCOSX def2/J DEFGRID3
* xyz -1 5
Co 0.30 0.28 0.23
C 2.84 -3.94 -4.47
C 3.33 -2.56 -4.00
C 2.41 -1.49 -4.59
C 4.75 -2.31 -4.54
C 3.35 -2.53 -2.48
C 4.19 -3.42 -1.79
C 4.24 -3.48 -0.42
C 3.43 -2.62 0.31
S 3.24 -2.44 2.03
C 2.06 -1.20 1.76
N 1.84 -0.93 0.49
C 2.58 -1.72 -0.35
C 2.54 -1.68 -1.75
C 1.28 -0.50 2.74
C 1.50 -0.57 4.11
C 0.69 0.18 4.96
C -0.31 0.97 4.42
C -0.53 1.01 3.04
C 0.26 0.29 2.16
H 2.69 -3.94 -5.55
H 1.89 -4.18 -3.99
H 3.56 -4.72 -4.22
H 2.48 -1.51 -5.68
H 2.69 -0.49 -4.26
H 1.37 -1.65 -4.31
H 4.75 -2.35 -5.63
H 5.46 -3.06 -4.18
H 5.12 -1.33 -4.24
H 4.82 -4.09 -2.36
H 4.91 -4.18 0.08
H 1.87 -0.98 -2.22
H 2.30 -1.18 4.51
H 0.86 0.16 6.02
H -0.91 1.60 5.06
H -1.30 1.68 2.67
Se -1.37 1.83 -0.14
Se -3.05 3.09 -3.11
Se -1.08 2.45 -3.88
Se -0.02 0.81 -2.58
O -1.56 4.18 4.53
S -0.81 5.12 3.74
O -0.11 6.16 4.45
N 0.19 4.32 2.71
C -0.12 4.48 1.48
S 0.60 3.68 0.15
C -1.33 5.36 1.26
C -1.95 5.69 0.06
C -3.08 6.48 0.12
C -3.58 6.94 1.33
C -2.97 6.60 2.54
C -1.85 5.81 2.46
H -1.56 5.31 -0.87
H -3.59 6.75 -0.80
H -4.47 7.56 1.34
H -3.35 6.94 3.49
O -0.23 -3.03 1.07
C -1.03 -2.31 0.56
O -0.79 -1.66 -0.60
C -2.42 -2.02 1.14
N -3.21 -1.26 0.17
C -4.44 -1.99 -0.15
C -4.08 -3.44 0.15
C -3.21 -3.31 1.40
H -2.23 -1.46 2.06
H -1.65 -1.21 -0.83
H -3.35 -0.29 0.42
H -4.73 -1.82 -1.19
H -5.28 -1.67 0.49
H -3.51 -3.86 -0.68
H -4.96 -4.07 0.30
H -2.55 -4.15 1.57
H -3.84 -3.18 2.28
*
```

Values from the calculation:
Expectation value of S²: 6.0499
E: -13770.87952 Eh
Energy above the lowest of the compared OMol25 structures with the same formula, charge and spin: 51.63 kcal per mole
LUMO (spin up / spin down): 0.080 / 0.032 Ha
M: 954.542 g/mol

Mulliken atomic charge list, values in e, 2 entries: number 1, Co, carries -0.66; number 2, C, carries -1.67

A molecular structure, C29H29CoN3O5S. Source: OMol25; level of theory: the ωB97M-V functional and the def2-TZVPD basis.

Geometry as ORCA input:
```
! wB97M-V def2-TZVPD RIJCOSX def2/J DEFGRID3
* xyz 1 1
Co -0.23 -0.51 0.33
C 0.61 0.93 4.40
C 0.38 1.07 2.93
C 0.32 2.45 2.36
O 0.22 0.06 2.25
H 1.48 1.51 4.71
H 0.73 -0.11 4.67
H -0.25 1.35 4.92
H -0.59 2.92 2.74
H 0.29 2.43 1.28
H 1.16 3.04 2.72
N -1.35 -5.60 -4.67
C -1.21 -4.74 -3.91
C -1.03 -3.67 -2.97
C -1.74 -3.68 -1.77
C -1.54 -2.66 -0.85
C -0.65 -1.63 -1.12
C 0.06 -1.63 -2.32
C -0.14 -2.64 -3.25
H -2.43 -4.49 -1.56
H -2.10 -2.71 0.08
H 0.78 -0.86 -2.54
H 0.40 -2.64 -4.18
O 1.02 1.83 -4.40
C 1.86 1.87 -3.36
C 3.22 2.05 -3.62
C 4.12 2.10 -2.59
C 3.70 1.98 -1.26
C 2.37 1.78 -1.00
C 1.42 1.71 -2.03
C -0.01 1.47 -1.75
O -0.87 1.60 -2.62
O -0.35 1.14 -0.52
H 0.10 1.76 -4.04
H 3.53 2.15 -4.65
H 5.17 2.26 -2.81
H 4.42 2.04 -0.45
H 2.02 1.68 0.02
O 1.57 -1.13 0.12
S 2.69 -1.56 1.07
C 4.14 -1.29 0.08
C 4.08 -1.40 -1.30
C 5.24 -1.17 -2.02
C 6.42 -0.84 -1.37
C 6.46 -0.72 0.01
C 5.30 -0.94 0.75
C 2.59 -3.33 1.06
C 1.98 -4.00 0.00
C 1.94 -5.38 0.02
C 2.49 -6.08 1.09
C 3.09 -5.40 2.15
C 3.13 -4.01 2.14
H 3.15 -1.62 -1.79
H 5.22 -1.24 -3.10
H 7.32 -0.66 -1.94
H 7.38 -0.45 0.52
H 5.31 -0.84 1.83
H 1.54 -3.44 -0.82
H 1.47 -5.92 -0.79
H 2.46 -7.16 1.10
H 3.51 -5.94 2.98
H 3.57 -3.47 2.96
N -2.43 1.09 1.22
N -2.14 -0.24 0.74
H -3.43 1.24 1.19
H -1.99 1.71 0.54
H -2.65 -0.45 -0.12
H -2.45 -0.89 1.45
*
```

Values from the calculation:
E: -3443.65275 Eh
Energy above the lowest of the compared OMol25 structures with the same formula, charge and spin: 32.67 kcal per mole
LUMO (spin up / spin down): -0.146 / -0.147 Ha
M: 590.567 g/mol

natural (NBO) atomic charge list, values in e, 2 entries: number 1, Co, carries 1.28; number 2, C, carries -0.72

5 unconnected molecules or ions with the total composition C29H29F4N2O17PS at a distorted geometry. Source: OMol25; level of theory: the ωB97M-V functional and the def2-TZVPD basis.

Geometry as ORCA input:
```
! wB97M-V def2-TZVPD RIJCOSX def2/J DEFGRID3
* xyz 0 1
C 2.27 2.24 1.67
S 2.44 1.95 -0.17
O 1.93 3.17 -1.05
O 3.95 1.82 -0.49
C 1.63 0.33 -0.77
N 2.55 -0.85 -0.87
C 1.87 -2.10 -1.33
C 2.80 -3.48 -1.43
P 4.64 -3.38 -0.89
O 5.43 -4.67 -1.37
O 5.43 -1.88 -1.29
O 4.62 -3.47 0.89
C 2.21 -4.94 -1.96
C 0.62 -4.95 -2.41
C -0.32 -3.58 -2.27
C 0.29 -2.12 -1.72
N -0.69 -0.99 -1.65
C 0.05 0.22 -1.14
C -0.88 1.60 -0.93
C -2.29 1.04 -0.22
C -1.78 0.35 1.22
C -1.33 1.28 2.54
C -0.78 0.56 3.95
C -0.66 -1.09 4.10
C -1.11 -2.00 2.82
C -1.64 -1.29 1.44
H 1.19 2.55 2.02
H 2.98 3.17 1.93
H 2.69 1.30 2.23
H 6.09 -1.72 -0.53
H 3.63 -3.49 1.17
H 2.92 -5.89 -2.04
H 0.19 -5.99 -2.82
H -1.45 -3.70 -2.61
H -1.15 2.10 -1.97
H -0.42 2.34 -0.15
H -2.87 0.29 -0.90
H -2.98 1.97 0.03
H -1.41 2.46 2.45
H -0.42 1.19 4.89
H -0.29 -1.64 5.07
H -1.04 -3.19 2.80
H -1.94 -1.94 0.49
O -1.51 8.22 -2.30
C -0.57 7.69 -1.74
O 0.74 8.07 -1.91
C 1.50 7.30 -1.00
C 0.63 6.12 -0.77
F 0.79 5.64 0.49
O -0.67 6.64 -0.88
H 1.67 7.89 -0.09
H 2.47 7.03 -1.43
H 0.77 5.31 -1.50
O 2.70 6.08 -2.98
C 2.23 5.44 -3.91
O 1.01 4.83 -3.88
C 0.79 4.31 -5.18
C 2.18 4.16 -5.70
F 2.21 4.35 -7.04
O 2.88 5.23 -5.09
H 0.19 5.01 -5.76
H 0.27 3.35 -5.13
H 2.66 3.22 -5.45
O -1.56 -5.00 1.24
C -1.21 -6.15 1.08
O -1.68 -7.21 1.80
C -1.13 -8.37 1.21
C 0.09 -7.84 0.53
F 0.36 -8.55 -0.59
O -0.29 -6.54 0.15
H -1.85 -8.80 0.51
H -0.89 -9.12 1.97
H 0.98 -7.80 1.17
O -4.52 -0.21 1.76
C -4.86 -0.33 2.92
O -6.13 -0.64 3.32
C -6.07 -0.82 4.72
C -4.87 -0.03 5.10
F -4.25 -0.57 6.17
O -4.02 -0.16 3.98
H -5.97 -1.89 4.95
H -6.98 -0.45 5.20
H -5.07 1.03 5.29
*
```

Values from the calculation:
E: -3649.35294 Eh
LUMO: -0.079 Ha
M: 816.581 g/mol

Mulliken atomic charge list, values in e, 2 entries: number 1, C, carries -0.67; number 2, S, carries 0.99

A molecular structure, C29H29FeN3Si at a distorted geometry. Source: OMol25; level of theory: the ωB97M-V functional and the def2-TZVPD basis.

Geometry as ORCA input:
```
! wB97M-V def2-TZVPD RIJCOSX def2/J DEFGRID3
* xyz 1 6
C 0.02 2.02 2.35
C 0.30 2.98 1.29
C -0.88 3.01 0.44
H 1.25 3.47 1.09
C -1.88 2.17 1.03
C -1.36 1.64 2.22
H -1.95 1.14 2.96
H 0.67 1.72 3.13
H -1.06 3.66 -0.42
H -2.82 1.88 0.61
Fe 0.68 1.43 0.01
C -2.30 -2.55 0.48
H -2.85 -2.06 1.33
H -2.47 -3.64 0.69
H -2.66 -2.13 -0.44
Si 0.15 1.43 -2.00
C 1.20 0.02 -2.69
C 2.24 0.78 -3.22
H 2.33 1.84 -2.99
C 3.18 0.25 -4.10
H 3.91 0.97 -4.52
C 3.07 -1.08 -4.48
H 3.77 -1.46 -5.22
C 2.00 -1.85 -3.98
H 1.90 -2.86 -4.37
C 1.07 -1.33 -3.08
H 0.27 -1.93 -2.67
C -1.50 1.15 -2.65
C -1.29 0.93 -4.02
H -0.33 0.57 -4.38
C -2.28 1.25 -4.96
H -2.02 1.19 -6.01
C -3.53 1.66 -4.50
H -4.30 1.94 -5.23
C -3.79 1.71 -3.13
H -4.78 2.00 -2.78
C -2.79 1.43 -2.20
H -2.98 1.43 -1.14
H 0.85 2.67 -2.23
H -1.31 -2.53 0.62
C -1.80 -1.86 6.30
C -2.57 -1.42 5.21
C -1.96 -1.19 3.98
C -0.57 -1.32 3.85
C 0.21 -1.66 4.97
C -0.40 -1.98 6.18
N 0.01 -1.10 2.58
N 1.27 -1.32 2.58
C 2.14 -0.90 1.62
C 3.43 -1.49 1.64
C 4.35 -1.12 0.66
C 4.03 -0.09 -0.23
C 2.87 0.62 0.01
N 1.84 0.13 0.76
H -2.30 -2.13 7.23
H -3.65 -1.26 5.31
H -2.49 -0.87 3.08
H 1.30 -1.66 4.85
H 0.22 -2.32 7.01
H 3.62 -2.20 2.47
H 5.32 -1.62 0.61
H 4.68 0.20 -1.07
H 2.73 1.64 -0.45
*
```

Values from the calculation:
Expectation value of S²: 8.8840
E: -2839.40292 Eh
Energy above the lowest of the compared OMol25 structures with the same formula, charge and spin: 75.66 kcal per mole
LUMO (spin up / spin down): -0.183 / -0.213 Ha
M: 503.503 g/mol

Mulliken atomic charge list, values in e, 2 entries: number 1, C, carries -0.59; number 2, C, carries -1.00

> M of number 1 (C29H29CoN3O4S3Se4)?

954.542 g/mol